C8H27AgN10O6 | ωB97M-V/def2-TZVPD

Positions of all 52 atoms, in Å:
Ag (0.38435, 0.06681, 0.19170)
C (-1.81013, 3.12509, 0.23308)
C (-2.19166, 2.10712, 1.27322)
C (-3.61842, 1.65212, 0.78371)
O (-1.13412, 1.23965, 1.40220)
H (-0.89210, 3.64156, 0.51342)
H (-2.58723, 3.86423, 0.03845)
H (-1.63609, 2.73947, -0.77147)
H (-2.36969, 2.61764, 2.21967)
H (-4.45747, 2.21253, 1.19606)
H (-3.70565, 0.60689, 1.08034)
H (-3.71305, 1.61387, -0.30151)
C (-1.92111, 0.04620, -2.42988)
O (-0.91828, 0.14312, -1.62912)
N (-2.65542, 1.07875, -2.89733)
N (-2.36568, -1.10495, -2.88096)
H (-3.50509, 0.97047, -3.43253)
H (-2.51084, 2.03701, -2.61285)
H (-2.07833, -2.02967, -2.59386)
H (-3.29178, -0.97784, -3.26342)
C (-1.38387, -2.37778, 1.50146)
O (-0.53193, -1.86411, 0.84822)
N (-2.09954, -3.39495, 1.17682)
N (-1.91623, -1.94230, 2.51052)
H (-2.95657, -3.56847, 1.68227)
H (-1.85050, -3.89847, 0.33745)
H (-2.79836, -2.40390, 2.68040)
H (-1.94663, -0.93684, 2.60124)
C (1.84010, 3.07451, -0.89303)
O (1.48323, 1.86744, -0.72472)
N (2.31771, 3.56955, -1.99777)
N (1.80772, 3.97265, -0.02406)
H (2.65838, 4.52019, -1.97985)
H (2.36080, 2.92045, -2.77037)
H (1.47555, 3.88022, 0.92527)
H (1.91582, 4.93507, -0.31069)
C (2.12763, -2.37763, -1.42392)
O (1.70326, -1.32092, -1.03563)
N (1.80872, -3.56896, -1.03597)
N (3.29524, -2.45034, -2.00594)
H (2.50971, -4.25825, -1.26749)
H (1.21155, -3.67209, -0.22798)
H (3.81550, -1.62431, -2.26501)
H (3.64609, -3.35197, -2.29591)
C (2.94920, -1.10566, 2.26005)
O (2.06348, -0.45792, 1.66009)
N (4.17592, -0.72094, 2.46208)
N (2.68235, -2.30426, 2.73761)
H (4.46479, 0.13700, 2.01421)
H (4.85506, -1.22655, 3.01275)
H (1.87812, -2.87832, 2.52843)
H (3.41548, -2.82224, 3.20055)

Atomic forces in eV per Å
-1.0 1.0 0.4
0.6 1.7 -0.6
-1.0 0.8 -2.4
0.9 -1.8 0.5
-0.1 -1.3 1.0
0.0 0.2 0.0
-0.2 0.3 0.5
0.2 -0.8 0.3
0.4 0.0 0.5
0.2 0.2 0.1
-0.4 -0.2 0.2
0.2 0.3 -0.1
3.6 0.5 3.4
-3.3 0.4 -3.2
-0.4 2.0 -0.2
-1.4 -1.4 -1.2
0.3 -0.3 0.1
0.4 -0.5 0.2
0.2 0.4 0.3
0.1 -1.1 -0.2
0.8 -1.4 -4.4
3.4 0.5 -2.0
-1.0 -5.7 -3.8
-3.7 5.9 9.5
0.2 -0.8 -0.8
-0.4 -0.3 0.1
0.1 1.0 1.1
0.3 0.2 0.4
-1.4 -6.7 -0.9
1.1 2.5 -0.8
1.0 -0.2 -3.8
-0.8 5.4 6.4
0.1 -0.6 -0.8
0.3 0.6 -0.2
0.0 -0.6 -0.3
0.0 -0.2 0.3
1.2 1.7 1.9
-1.3 1.7 -0.3
-2.4 -3.7 1.1
4.0 0.5 -3.3
-0.8 -0.4 0.7
-0.2 -0.2 -0.2
-0.4 -0.2 -0.1
0.2 0.6 -0.2
-4.2 0.3 -1.8
2.1 0.0 1.1
3.3 2.1 0.1
0.0 -3.1 1.6
0.0 -0.1 0.3
-0.3 0.1 -0.3
-0.3 0.8 -0.2
-0.1 0.0 -0.1

* spin multiplicity: 3
* Kohn-Sham gap (spin up / spin down): 1.9170 / 6.9492 eV
* total energy: -1466.83441 Ha